229
Properties=species:S:1:pos:R:3:forces:R:3 method="wB97M-V/def2-TZVPD" fmax_ha_per_bohr=0.05649 e_homo_ev=-8.2785 de_lowest_kcal_mol=183.8 e_tot_ev=-111605.073 spin_multiplicity=1 lumo_ev=0.4 charge=0 orbital_gap_ev=8.6 smiles=COC[C@H](C)N.COC[C@H](C)N.COC[C@H](C)N.COC[C@H](C)N.COC[C@H](C)N.COCCNCCOC.COCCNCCOC.COCCNCCOC.COCCNCCOC.COCCNCCOC.COCCNCCOC
C -14.97375 12.94903 3.35891 -0.342 0.068 0.987
O -14.09166 12.21186 4.24090 0.882 0.614 -1.185
C -12.71755 12.68702 4.24000 0.166 0.741 -1.452
C -11.75806 12.27715 2.97031 -0.537 -1.665 1.710
C -11.49560 10.74401 3.02594 -1.013 0.394 -0.120
N -10.51372 13.00454 2.98368 0.091 0.701 0.110
H -15.96797 12.50782 3.42941 0.218 -0.545 -0.077
H -14.71549 13.04880 2.30464 0.549 -0.440 0.036
H -15.17041 13.95632 3.72605 0.527 0.311 0.214
H -12.68503 13.77374 4.31808 -0.375 0.399 -0.603
H -12.26549 12.47494 5.20888 0.060 -1.093 -0.155
H -12.19375 12.47425 1.99080 -0.655 0.252 0.310
H -10.88863 10.36225 2.20501 -0.009 0.257 -0.195
H -12.48692 10.29589 2.95824 0.054 -0.487 0.094
H -11.01785 10.40911 3.94664 -0.054 0.251 0.193
H -10.12462 12.89235 2.05841 0.316 0.222 -0.033
H -9.85968 12.56776 3.61738 0.138 0.004 0.194
C -15.68780 4.78848 6.13679 0.891 -1.056 0.270
O -16.75176 5.63180 6.35961 -1.716 0.245 -1.127
C -16.50660 6.96864 6.73280 -1.111 -0.084 -0.009
C -17.90600 7.78797 6.82996 2.089 -1.294 0.291
C -18.62421 7.80035 5.46278 -0.276 -0.576 1.011
N -17.64939 9.14563 7.28806 -0.204 0.080 -0.902
H -14.85413 5.18557 5.55765 0.166 0.628 0.248
H -15.94171 3.89265 5.57012 -0.839 0.165 -0.169
H -15.36445 4.36844 7.08923 0.644 0.198 0.252
H -16.00582 6.87264 7.69618 0.076 0.843 0.369
H -15.85997 7.46535 6.00945 0.244 0.138 -0.152
H -18.40556 7.25578 7.63947 -0.707 -0.025 -0.370
H -18.80161 6.78277 5.11467 0.308 -0.071 -0.003
H -18.05595 8.33534 4.70190 0.056 0.109 0.108
H -19.62143 8.22774 5.56770 0.130 0.355 -0.002
H -17.02407 9.50896 6.58302 0.184 0.730 0.123
H -17.19745 9.24047 8.18631 0.061 -0.370 0.062
C -16.89302 11.45701 13.05035 0.774 -0.391 -1.695
O -16.17443 12.40851 12.26448 -0.561 1.285 0.651
C -15.65186 13.52794 13.03839 -0.679 -1.058 -1.130
C -15.68604 14.82967 12.22473 0.211 -0.209 -0.272
C -14.93920 14.83987 10.90762 -0.278 -0.473 -1.215
N -15.05748 15.84785 13.01826 0.218 1.453 1.096
H -17.62980 11.88488 13.73018 0.338 0.038 0.284
H -16.15112 10.76111 13.44202 -0.209 0.084 1.013
H -17.41541 10.84880 12.31192 -0.345 0.071 0.018
H -16.28366 13.69012 13.91168 -0.015 -0.076 0.235
H -14.66271 13.20017 13.35814 0.296 0.638 0.086
H -16.71264 15.15206 12.05079 -0.439 -0.653 -0.190
H -14.64805 15.83407 10.56866 0.274 0.277 0.673
H -15.57544 14.57741 10.06238 -0.131 -0.754 0.146
H -14.05837 14.19782 10.90665 -0.013 0.050 0.049
H -15.22797 16.71504 12.52937 0.628 0.300 -0.551
H -15.62604 16.07370 13.82190 -0.069 -0.590 0.797
C -26.10289 13.39606 5.85355 -0.530 0.269 0.098
O -25.81993 12.19546 6.49562 1.032 -0.355 1.073
C -24.69668 12.35980 7.39606 -0.078 -0.802 -0.842
C -24.62556 11.13540 8.29233 -0.172 -0.765 0.890
C -25.88522 10.95059 9.13631 0.044 1.456 -0.703
N -23.53161 11.15456 9.27349 0.381 0.538 -0.424
H -26.88386 13.17884 5.12485 -0.152 0.289 0.179
H -25.27330 13.86116 5.32106 0.444 -0.220 -0.077
H -26.40479 14.08612 6.64144 -0.462 0.524 -0.320
H -23.84445 12.42193 6.71934 0.563 -0.052 0.231
H -24.69666 13.28041 7.97965 -0.555 0.201 0.118
H -24.53806 10.25440 7.65651 0.009 -0.040 -0.420
H -26.70683 11.01675 8.42310 -0.444 -0.899 0.420
H -25.99538 11.84345 9.75173 0.099 0.098 0.216
H -25.79642 10.11562 9.83134 -0.391 -0.259 -0.488
H -22.65203 11.41264 8.84940 0.217 0.080 -0.167
H -23.40038 10.20594 9.59444 0.004 -0.076 0.211
C -20.18808 -7.19868 4.35381 -0.205 1.086 -0.246
O -20.27282 -5.99126 5.10325 0.499 0.074 0.690
C -21.14661 -5.02041 4.55144 -0.421 -0.344 -0.121
C -20.93416 -3.64614 5.15175 1.271 -0.578 0.648
C -19.49073 -3.18368 4.79941 -0.796 0.268 0.777
N -21.12823 -3.62796 6.61339 -0.354 0.027 -0.851
H -19.79424 -6.90357 3.38124 -0.247 -0.400 -0.462
H -21.18587 -7.63357 4.29545 0.015 -0.295 -0.298
H -19.47931 -7.91666 4.76644 -0.129 0.327 0.500
H -20.98553 -4.91585 3.47849 0.122 -0.148 -0.312
H -22.17831 -5.34583 4.68488 -0.272 -0.080 0.106
H -21.68721 -2.96596 4.75379 0.138 -0.005 -0.450
H -18.72342 -3.71883 5.35882 -0.197 -0.855 -0.400
H -19.34495 -2.20970 5.26654 -0.156 0.627 -0.791
H -19.35080 -3.22769 3.71933 0.404 0.367 0.123
H -20.73286 -4.47305 7.00019 0.321 0.095 0.239
H -20.59631 -2.81337 6.88469 0.005 -0.154 0.848
C -26.42640 5.62024 6.32529 0.461 -0.659 0.934
O -25.84975 4.30287 6.45557 -0.568 0.341 -1.064
C -24.71817 4.25677 7.30160 -0.869 -0.144 0.630
C -24.34683 2.80777 7.56260 -0.478 -1.056 -0.713
N -23.44047 2.50506 8.67143 0.639 0.944 -0.439
C -22.23528 3.34979 8.67358 0.260 -0.262 0.379
C -21.24145 2.80164 9.67879 1.052 -0.249 0.410
O -20.62526 1.57733 9.23823 -0.262 -0.012 0.272
C -19.60468 1.11599 10.13191 -0.250 1.174 -0.367
H -27.21144 5.65718 5.57002 0.359 -0.402 -0.165
H -25.66374 6.37799 6.14562 0.127 0.002 -0.332
H -26.89713 5.88521 7.27202 -0.105 0.074 0.234
H -25.05949 4.67376 8.24909 0.521 0.450 0.397
H -23.90526 4.82535 6.84992 0.212 0.154 0.195
H -23.99677 2.34554 6.63961 0.486 0.303 -0.475
H -25.23297 2.19853 7.74061 -0.462 0.478 0.220
H -23.09627 1.58291 8.44500 -0.016 -0.378 0.378
H -22.49366 4.37376 8.94345 -0.114 -0.007 0.322
H -21.72951 3.45359 7.71363 0.024 -0.301 -0.454
H -21.71438 2.68358 10.65372 -0.380 -0.414 0.092
H -20.39947 3.45917 9.89518 -0.040 0.709 -0.362
H -18.79499 1.83564 10.25281 0.299 0.468 -0.632
H -19.15865 0.22282 9.69441 -0.433 -0.180 0.478
H -19.95299 1.10365 11.16469 -0.450 -1.029 0.050
C -23.67428 -1.54232 -0.39256 0.561 -0.255 0.946
O -22.82789 -0.39613 -0.18211 -1.048 -0.688 -0.493
C -23.61963 0.77891 -0.08125 -0.592 0.449 0.277
C -22.69182 1.93369 0.22240 -0.356 -1.002 -0.076
N -21.84192 2.17458 -0.90419 2.018 1.326 -0.056
C -20.53599 2.64682 -0.40460 0.878 -0.024 -0.705
C -19.59996 3.09648 -1.49972 1.166 0.810 -0.250
O -19.06471 2.05371 -2.27854 -0.630 -1.513 -0.804
C -17.96662 2.41176 -3.10832 -0.643 0.603 0.535
H -24.40405 -1.55037 0.41706 -0.464 -0.002 -0.212
H -23.12317 -2.47382 -0.26339 0.590 0.289 0.128
H -24.13668 -1.67495 -1.37067 -0.144 0.834 -0.174
H -24.40209 0.75481 0.67721 0.225 -0.618 0.839
H -24.26842 0.90812 -0.94756 0.535 0.237 -0.787
H -22.11370 1.63696 1.09752 0.176 -0.275 0.310
H -23.20007 2.84425 0.53967 -0.325 0.036 -0.348
H -21.51038 1.33875 -1.36417 -0.979 -0.626 -0.092
H -19.98876 1.83909 0.08143 -0.123 -0.290 0.531
H -20.57193 3.47659 0.30130 -0.532 0.048 0.007
H -18.68743 3.53527 -1.09617 -0.149 0.618 0.837
H -20.07899 3.88352 -2.08214 -0.171 -0.045 -0.518
H -18.25920 3.26946 -3.71399 0.174 0.168 -0.208
H -17.65531 1.60809 -3.77563 -0.404 -0.215 0.290
H -17.12102 2.68800 -2.47844 0.239 0.132 0.032
C -11.13172 -9.15213 4.21263 1.210 -1.776 -1.953
O -11.25777 -7.84202 4.56802 -0.326 0.861 1.202
C -12.59770 -7.45112 4.70144 -0.859 1.918 -1.585
C -12.68063 -5.87472 4.87049 0.666 -2.638 0.040
N -12.07280 -5.18460 3.73349 -0.617 -0.429 -0.421
C -12.09650 -3.75102 3.88547 0.643 0.421 0.403
C -11.01673 -3.02753 3.03867 -0.717 0.283 1.336
O -11.13654 -1.63230 3.37271 -0.476 -0.636 -0.295
C -10.11798 -0.84087 2.85132 0.905 0.617 0.015
H -11.78729 -9.46030 3.39817 -0.793 0.189 0.048
H -11.15510 -9.95323 4.95140 -0.304 0.423 0.737
H -10.18034 -9.26780 3.69340 0.469 0.109 0.341
H -13.20823 -8.02397 5.39942 0.431 0.137 0.789
H -13.09678 -7.63946 3.75088 -0.059 -0.166 -0.441
H -12.20083 -5.74595 5.84070 0.259 0.862 0.208
H -13.74373 -5.66262 4.98422 0.047 0.390 -0.226
H -11.11043 -5.43889 3.56235 -0.014 -0.654 0.344
H -11.79846 -3.58274 4.92034 -0.098 0.787 0.318
H -13.10097 -3.34625 3.76173 0.038 0.069 -0.298
H -11.05541 -3.23831 1.96995 -0.263 0.222 -0.169
H -10.06527 -3.39236 3.42562 0.401 -0.049 -0.145
H -9.14461 -1.09139 3.27309 0.320 -0.652 -0.230
H -10.17244 0.20528 3.15248 -0.914 0.007 0.171
H -10.08478 -0.83193 1.76186 0.067 -0.288 -0.176
C -6.00466 -5.67569 5.95319 0.490 0.192 -0.924
O -5.53906 -4.36418 6.07531 -0.607 0.451 -0.929
C -4.56437 -4.15656 7.04486 -0.277 1.275 0.604
C -4.07987 -2.68391 6.86599 -0.311 -0.687 0.196
N -4.86885 -1.72840 7.62142 0.676 -0.360 0.799
C -6.17302 -1.43463 7.07725 0.449 1.755 0.477
C -6.77959 -0.13728 7.71672 0.299 -1.092 -0.537
O -6.09920 1.04043 7.26950 0.373 -1.166 -0.025
C -6.90403 2.17549 7.26249 -0.962 0.102 0.538
H -5.12637 -6.21863 5.60402 -0.187 -0.977 0.324
H -6.72451 -5.68074 5.13472 -0.101 0.011 0.093
H -6.48692 -6.07522 6.84532 0.239 -0.094 0.243
H -3.70837 -4.83124 7.03156 0.040 -0.410 -0.509
H -5.09720 -4.31055 7.98320 0.491 0.260 0.679
H -4.15201 -2.48206 5.79727 -0.150 -0.024 -0.378
H -3.00554 -2.66389 7.04906 -0.103 0.400 0.643
H -4.38029 -0.95410 8.04787 0.026 -0.055 -0.472
H -6.78986 -2.31426 7.26128 -0.457 0.278 -0.351
H -6.05738 -1.18116 6.02347 -0.407 -0.413 -0.485
H -6.74609 -0.27877 8.79698 0.107 0.434 0.301
H -7.82781 -0.07314 7.42480 -0.160 -0.026 -0.081
H -6.43936 2.98519 6.69985 0.088 -0.182 0.147
H -7.17475 2.48041 8.27334 0.505 0.427 0.388
H -7.89911 1.96050 6.87300 -0.081 -0.099 -0.752
C -9.15192 10.14650 8.39393 0.327 0.288 -0.682
O -7.91444 10.32352 7.69719 0.390 -0.138 0.744
C -7.38818 11.61955 7.90572 -0.534 1.055 -1.373
C -6.00067 11.79662 7.27610 0.096 -0.897 1.034
N -5.88536 11.52682 5.84375 0.883 0.718 0.222
C -4.50783 11.76864 5.34690 -0.907 -1.466 -0.869
C -4.46803 11.19406 3.91452 0.093 -0.767 0.326
O -4.83272 9.75759 3.94744 0.117 1.071 -0.452
C -4.99410 9.18758 2.62810 0.409 1.345 0.439
H -9.27584 10.87726 9.19313 0.011 0.160 0.003
H -9.21450 9.16439 8.86259 0.126 -0.121 -0.356
H -9.92034 10.29706 7.63564 -0.474 -0.170 0.328
H -7.48031 11.88688 8.95840 0.810 -0.098 0.293
H -8.00921 12.37297 7.42119 -0.613 0.030 -0.342
H -5.39386 11.17591 7.93536 0.767 -0.599 -0.334
H -5.58893 12.78868 7.46155 -0.511 0.314 -0.022
H -5.99057 10.55387 5.59397 -0.701 -0.281 0.476
H -3.77194 11.15460 5.86609 0.186 0.045 0.577
H -4.16908 12.80418 5.37819 -0.332 0.085 -0.093
H -3.43722 11.28316 3.57157 0.093 -0.090 -0.326
H -5.12434 11.74548 3.24126 -0.207 -0.091 -0.037
H -4.19992 9.56822 1.98584 0.484 -0.389 -0.036
H -5.88198 9.57336 2.12718 -0.513 -0.227 0.283
H -4.98490 8.09880 2.67888 -0.031 0.229 0.177
C -18.94935 19.23865 -0.96209 -0.596 -0.717 -0.404
O -18.80788 17.84047 -0.68174 0.714 -0.342 -0.447
C -19.95231 17.19389 -0.11903 -1.510 2.193 -0.612
C -21.12426 17.05119 -1.13243 0.306 -0.912 0.076
N -20.66474 16.46276 -2.38537 0.821 -0.774 0.121
C -20.00161 15.12398 -2.16927 -1.697 0.199 -1.524
C -21.05200 14.02683 -1.92876 0.783 0.683 1.221
O -21.28386 13.99644 -0.50751 1.381 0.699 -1.169
C -22.27890 13.13188 -0.11375 0.007 -0.361 -0.144
H -19.76839 19.42391 -1.65704 -0.248 -0.128 -0.186
H -18.05696 19.59509 -1.47657 0.160 -0.234 0.375
H -19.18019 19.85286 -0.09170 0.266 -0.156 0.408
H -20.27531 17.95877 0.58717 -0.425 -0.698 1.017
H -19.78116 16.19794 0.28950 0.753 0.455 0.161
H -21.71583 17.95330 -1.28846 0.438 0.279 -0.264
H -21.85587 16.33368 -0.76089 0.071 0.056 0.531
H -19.92346 17.05126 -2.73791 0.073 0.260 -0.210
H -19.18517 15.09146 -1.44784 -0.182 0.002 0.235
H -19.58490 14.84414 -3.13681 0.286 0.289 -0.105
H -20.64708 13.09309 -2.31897 0.076 -0.482 0.427
H -21.98350 14.18533 -2.47217 -0.118 0.451 -0.037
H -22.10206 12.15665 -0.56736 -0.191 -0.410 0.130
H -23.22618 13.52255 -0.48542 -0.525 -0.211 0.436
H -22.17075 13.07115 0.96916 -0.642 -0.143 -0.032